[1]
A 2-piece molecular cluster, C17H24N4O5 overall, computed with ωB97M-V/def2-TZVPD.

Element x y z (Å)
C -0.317805 -2.022933 6.273866
O -0.686672 -2.345149 4.920470
C -0.211413 -1.421017 4.057845
N -0.650088 -1.821970 2.751372
N -0.083243 -1.183639 1.806509
C -0.365806 -1.610887 0.551588
C -1.458459 -2.599571 0.336664
C 0.442328 -1.025973 -0.431987
C 0.479940 -1.527534 -1.791999
O -0.461650 -2.214768 -2.254357
N 1.533766 -1.246283 -2.635808
C 1.503906 -1.760964 -3.981965
C 2.776445 -0.617420 -2.255417
O 0.436356 -0.436665 4.366513
H -0.720789 -2.828833 6.882966
H 0.773817 -1.965540 6.381324
H -0.756608 -1.059358 6.564658
H -1.366910 -3.031512 -0.664397
H -1.422164 -3.362993 1.124422
H -2.443883 -2.117380 0.389142
H 1.213500 -0.347162 -0.068929
H 0.603508 -2.364311 -4.113067
H 1.501608 -0.939947 -4.710442
H 2.397169 -2.371578 -4.162003
H 2.827491 -0.470965 -1.172217
H 3.613654 -1.255932 -2.577442
H 2.883296 0.352631 -2.761477
C -3.222185 1.148896 2.988107
C -2.968436 0.999109 1.514774
O -1.577910 1.355392 1.307043
C -1.254850 1.475463 -0.013752
C 0.133399 1.763758 -0.182781
N 0.630483 2.242881 -1.386145
C -0.030677 2.046627 -2.587863
C 0.593897 2.323879 -3.783801
C 1.904698 2.796678 -3.806328
C 2.547324 3.032257 -2.587366
C 1.908500 2.773315 -1.397791
O -2.103198 1.267188 -0.889308
H -4.176654 0.682687 3.244041
H -2.429745 0.697438 3.592512
H -3.285276 2.209815 3.252851
H -3.123724 -0.037950 1.181356
H -3.611559 1.679678 0.941505
H 0.724127 1.993236 0.699170
H -1.032570 1.651195 -2.509315
H 0.019351 2.158421 -4.694211
H 2.405290 2.991230 -4.749295
H 3.562829 3.422012 -2.544713
H 2.345593 2.924448 -0.414520

Atomic forces in eV per Å
-0.05 -0.05 0.21
0.64 0.94 -0.11
0.49 1.11 0.24
0.49 0.41 -1.62
0.58 0.15 3.50
0.14 0.36 -3.20
-0.14 -0.54 -0.31
-0.20 -1.22 2.86
-1.44 -1.26 -2.62
1.15 1.05 0.66
-0.23 0.05 0.96
-0.12 -0.15 -0.33
0.15 0.20 0.06
-0.89 -1.39 -0.41
0.03 0.07 -0.02
-0.34 -0.02 -0.08
0.14 -0.28 -0.08
-0.10 0.05 0.46
-0.05 0.22 -0.24
0.22 0.01 0.07
-0.43 -0.33 -0.08
0.25 0.15 0.00
0.01 -0.05 0.10
-0.13 0.03 0.00
0.12 -0.02 -0.34
-0.14 0.15 0.22
0.03 -0.18 0.16
-0.17 0.20 0.40
0.35 -0.03 0.10
-0.39 0.04 -0.63
-0.42 -0.46 -0.25
-0.50 1.34 0.01
0.21 -0.85 0.01
0.43 0.25 0.33
0.23 0.18 0.15
-0.05 0.06 -0.07
-0.07 0.08 0.02
-0.56 -0.19 -0.32
0.63 0.33 0.46
0.06 0.02 0.04
-0.11 -0.03 -0.15
0.06 -0.16 0.03
0.01 0.36 -0.04
0.20 -0.36 0.01
-0.09 -0.10 -0.26
0.10 -0.02 0.13
0.25 0.02 0.19
-0.04 0.00 0.17
-0.25 -0.07 -0.06
-0.05 -0.02 -0.30

Computed properties:
Energy in eV: -34213.02933
Orbital gap in eV: 6.085
LUMO in Ha: -0.0434
Maximum force in eV/A: 3.55
ΔE to the lowest compared entry with this formula, charge and spin in kcal per mole: 132.1
HOMO energy in eV: -7.266

[2]
One molecule with the formula C17H24N4OS, computed with ωB97M-V/def2-TZVPD.

Element x y z (Å)
C 3.927711 -2.484077 -0.569810
H 4.261801 -1.827609 -1.370570
H 3.059876 -3.041825 -0.913312
H 4.723010 -3.185915 -0.336561
C 3.570362 -1.676655 0.674431
N 2.520605 -0.731573 0.398638
C 1.182410 -0.997417 0.387036
N 0.510159 0.073181 0.049490
N 1.397653 1.058281 -0.170706
C 2.594895 0.587587 0.024774
C 3.857393 1.370272 -0.084664
C 4.178890 1.998626 1.276140
H 3.379458 2.676235 1.565059
H 5.108502 2.559391 1.217637
H 4.281494 1.237212 2.047305
C 3.706716 2.448360 -1.155520
H 3.522632 1.997873 -2.127543
H 2.864741 3.089510 -0.912643
H 4.611124 3.048877 -1.212570
H 4.670810 0.692057 -0.366644
S 0.525733 -2.556447 0.781997
C -1.209259 -2.125291 1.121033
H -1.568930 -2.895754 1.802528
H -1.210452 -1.152760 1.613188
C -2.121000 -2.089848 -0.106169
O -3.091333 -2.813847 -0.184115
N -1.738732 -1.207609 -1.040455
H -0.978450 -0.565178 -0.808752
C -2.609011 -0.816411 -2.122672
H -3.476423 -1.480281 -2.094170
H -2.088357 -0.944037 -3.077662
C -3.041191 0.648392 -1.948249
C -3.648933 0.833334 -0.586572
C -4.982641 0.521936 -0.359303
C -5.521706 0.619685 0.910637
C -4.730488 1.026336 1.971247
C -3.399805 1.338853 1.753446
C -2.861155 1.242861 0.482310
H -1.820151 1.484763 0.319638
H -2.777323 1.657762 2.577665
H -5.149762 1.098615 2.964255
H -6.560487 0.373002 1.074770
H -5.601878 0.196566 -1.183080
H -3.758615 0.899892 -2.730691
H -2.164674 1.290728 -2.054319
H 3.213463 -2.348123 1.461175
H 4.441321 -1.129546 1.042371

Atomic forces in eV per Å
-0.01 0.11 0.21
0.02 0.03 -0.07
-0.05 -0.06 -0.08
0.09 -0.11 -0.02
0.40 -0.37 -0.13
-0.76 0.38 -0.02
-0.04 0.05 0.08
-0.29 -0.74 0.28
0.66 0.92 -0.23
0.06 -0.17 -0.08
0.05 0.21 0.08
0.11 -0.14 -0.15
-0.08 0.06 0.04
0.10 0.07 0.04
0.01 -0.03 0.12
0.08 -0.18 0.05
-0.04 0.02 -0.11
-0.06 0.09 -0.02
0.08 0.07 0.00
-0.05 0.02 0.01
-0.07 -0.30 0.07
0.11 -0.01 -0.02
-0.01 0.09 -0.08
-0.06 -0.01 0.06
0.40 -0.04 0.19
-0.35 -0.24 0.10
0.13 0.25 -0.36
-0.16 -0.17 0.09
-0.08 -0.06 -0.19
0.10 0.08 -0.09
-0.13 -0.02 0.03
-0.01 -0.28 0.08
-0.01 0.16 -0.12
0.04 0.03 0.00
-0.11 -0.03 0.04
-0.06 -0.01 0.11
0.06 0.02 0.11
-0.06 0.07 -0.02
0.11 0.02 -0.03
0.05 0.04 0.06
-0.03 0.01 0.07
-0.08 -0.02 0.01
-0.07 -0.05 -0.10
0.04 0.07 -0.04
-0.03 0.07 -0.06
0.12 0.16 0.03
-0.13 -0.06 0.06

Computed properties:
Energy in eV: -36862.66764
Orbital gap in eV: 9.180
LUMO in Ha: 0.0204
Maximum force in eV/A: 1.16
SMILES: CCn1c(SCC(=O)NCCc2ccccc2)nnc1C(C)C
ΔE to the lowest compared entry with this formula, charge and spin in kcal per mole: 0.0
HOMO energy in eV: -8.626

[3]
C17H25Br3Cl15NO2 as an isolated structure, computed with ωB97M-V/def2-TZVPD.

Element x y z (Å)
C -2.904718 2.132675 -1.584409
C -1.959119 0.921352 -1.630587
C -1.794529 0.210367 -0.281157
Br -3.361317 -0.940066 -0.004996
C -0.479129 -0.570840 -0.143824
C -0.397810 -1.490307 1.075068
C -0.614755 -0.725956 2.392484
C 0.146667 -1.333890 3.574788
C 1.471332 -0.618806 3.902457
N 1.419856 0.847890 3.935254
O -0.293653 -1.317070 -1.380401
C -0.773143 -2.583568 -1.490856
O -0.049509 -3.515108 -1.528318
C 0.733890 0.400893 -0.052467
Br 0.352288 2.219464 0.311199
C 2.012170 0.013194 -0.134145
C 2.587530 -1.360259 -0.370331
Br 3.415149 1.266498 0.053375
H -3.664464 2.080799 -2.370640
H -3.435817 2.197375 -0.627754
H -2.353957 3.066964 -1.715873
H -0.957884 1.225200 -1.962625
H -2.309984 0.191863 -2.364855
H -1.863916 0.922828 0.542053
H -1.120297 -2.312479 1.013086
H 0.594412 -1.951890 1.114008
H -0.288652 0.310190 2.266278
H -1.687995 -0.679586 2.616785
H -0.495214 -1.339947 4.465470
H 0.401741 -2.380183 3.361492
H 2.233813 -0.896660 3.163313
H 1.828692 -0.982068 4.873744
H 1.502377 1.218028 2.993820
H 0.517753 1.164725 4.276166
H -1.858613 -2.646275 -1.622923
H 3.057637 -1.385307 -1.360502
H 3.373884 -1.553724 0.368558
H 1.847238 -2.154152 -0.339732
C -0.959673 -5.082848 -4.556283
Cl 0.185985 -4.512039 -5.766580
Cl -2.208290 -3.873876 -4.253202
Cl -1.674175 -6.622098 -5.030049
H -0.422673 -5.227162 -3.627028
C -1.329199 3.153191 -5.963012
Cl -0.177330 2.350176 -4.894738
Cl -2.936674 2.449826 -5.791387
Cl -1.360133 4.887810 -5.671757
H -1.000770 2.987113 -6.980167
C 1.625788 5.800190 -1.493549
Cl 2.483255 6.864613 -2.607163
Cl 0.659877 6.726357 -0.342518
Cl 0.629840 4.639467 -2.364669
H 2.363602 5.244867 -0.928917
C 1.143312 4.244158 4.765557
Cl 1.542441 4.755972 3.125518
Cl 1.322705 5.570775 5.909741
Cl -0.488509 3.573881 4.823945
H 1.828217 3.452560 5.043332
C 0.744499 -5.859847 2.171005
Cl -0.559278 -5.336175 3.237576
Cl 1.651341 -4.475895 1.559603
Cl 1.807203 -7.006258 2.980867
H 0.296686 -6.356923 1.320874

Atomic forces in eV per Å
-0.09 -0.01 0.05
0.19 -0.11 -0.02
-0.08 0.38 0.12
-0.08 -0.03 0.09
0.14 -0.01 -0.30
0.00 -0.06 0.53
-0.22 -0.03 -0.10
0.08 -0.10 0.10
0.06 0.08 -0.08
-0.04 -0.07 -0.03
0.46 0.20 0.25
-0.71 0.82 -0.01
0.78 -1.16 -0.15
0.09 -0.30 -0.14
-0.02 0.23 0.13
-0.21 -0.26 -0.02
-0.08 0.04 -0.14
0.20 0.18 0.02
0.16 0.01 0.11
0.06 -0.05 -0.13
-0.03 -0.06 0.03
-0.24 -0.02 -0.02
0.11 0.05 0.08
-0.08 -0.17 -0.14
0.06 0.13 -0.12
-0.27 0.16 -0.15
-0.11 -0.06 0.06
0.18 -0.02 -0.10
0.15 0.06 -0.11
-0.22 0.07 0.12
-0.07 0.02 0.10
-0.02 0.02 -0.17
0.03 0.05 0.05
0.07 -0.02 0.08
-0.02 0.02 0.10
-0.05 0.02 0.15
-0.18 0.03 -0.10
0.01 0.07 -0.10
0.09 0.01 0.14
0.00 0.00 -0.02
-0.12 0.02 -0.10
-0.01 0.00 -0.01
0.01 0.01 0.00
0.01 -0.04 -0.03
0.01 -0.04 0.04
-0.03 -0.01 0.02
0.00 0.03 0.02
-0.01 0.01 -0.01
0.03 -0.05 0.09
-0.02 0.01 0.00
0.00 -0.01 0.00
-0.02 0.07 -0.12
0.02 -0.01 -0.01
0.10 -0.10 -0.02
0.00 0.03 -0.02
-0.01 0.00 -0.02
-0.13 0.06 0.02
0.01 -0.03 -0.02
-0.04 -0.02 -0.04
0.00 0.02 0.01
0.09 -0.04 0.01
0.00 0.01 0.01
0.00 -0.01 -0.01

Computed properties:
Energy in eV: -421582.77640
Orbital gap in eV: 9.736
LUMO in Ha: 0.0101
Maximum force in eV/A: 1.41
HOMO energy in eV: -9.461